No. 1
A structure of composition C24H29BF2I2IrN3S. Source: the Open Molecules 2025 dataset; level of theory: the ωB97M-V functional and the def2-TZVPD basis.

Element x y z (Å)
Ir -0.58488 -0.65497 0.30616
I -0.55590 -1.20129 3.01716
C -2.35957 -2.16049 3.31010
I -3.61469 -4.59330 0.59111
H -3.23761 -1.69957 2.89309
H -2.36709 -2.83407 4.15180
C 1.06792 -2.63877 -2.43707
C 1.78861 -2.93667 -1.15500
C 2.34816 -4.18892 -0.93194
C 3.04602 -4.45883 0.23862
C 3.21235 -3.47925 1.20547
C 2.68641 -2.20104 1.02956
C 2.95921 -1.14665 2.06579
C 1.97255 -1.97227 -0.15500
N 1.36909 -0.67114 -0.35357
C 2.06984 0.35526 -0.67723
C 3.51817 0.33922 -1.00523
C 1.32309 1.66532 -0.73700
C 1.95127 2.82613 -1.42091
N 0.17866 1.67415 -0.16324
C -0.71457 2.72586 -0.13888
C -0.81417 3.47780 1.10293
C 0.05704 3.12291 2.25706
C -1.67875 4.54910 1.13219
C -2.44435 4.85224 0.00780
C -2.36858 4.07485 -1.17957
C -1.52437 2.99763 -1.27914
C -1.40517 2.19432 -2.53696
H 0.57293 -3.53358 -2.81058
H 1.76426 -2.30392 -3.20877
H 0.30649 -1.86273 -2.32390
H 2.23775 -4.95964 -1.68332
H 3.47358 -5.44017 0.39275
H 3.77199 -3.70075 2.10518
H 2.78294 -1.54053 3.06689
H 2.35693 -0.24310 1.94489
H 4.00582 -0.83813 2.03173
H 3.93931 -0.65668 -0.89865
H 4.05399 1.02951 -0.34956
H 3.67487 0.68462 -2.02892
H 2.26174 2.54600 -2.42914
H 2.85897 3.12142 -0.88862
H 1.28305 3.68258 -1.47227
H 0.27030 2.05696 2.30878
H -0.39350 3.45045 3.19243
H 1.01494 3.64615 2.16528
H -1.76611 5.15333 2.02547
H -3.12536 5.69352 0.02509
H -2.99022 4.36243 -2.01830
H -2.36437 2.15672 -3.05020
H -1.07988 1.17043 -2.34685
H -0.68815 2.64941 -3.22318
S -4.99138 -0.65797 -0.79297
C -4.73792 0.40363 0.52487
C -3.42491 0.45247 0.84607
N -2.62769 -0.35214 0.05520
C -3.34927 -0.99285 -0.85355
H -5.55897 0.92016 0.99453
H -2.97775 1.01965 1.64769
H -2.92120 -1.68503 -1.56239
F -0.85904 -5.58091 -0.11779
B -1.60475 -4.52315 -0.03555
F -1.04805 -3.34573 -0.37046

Results
**Multiplicity**: 6
**Orbital gap (alpha / beta)**: 6.94 / 4.22 eV
**LUMO level (alpha / beta)**: -9.66 / -12.45 eV
**Net charge**: +3
**Energy**: -65789.020 eV
**Energy above the lowest of the compared OMol25 structures with the same formula, charge and spin**: 2.1 kJ/mol

Atom charges from the Löwdin analysis, given in e for atoms 1 to 2: number 1, Ir, carries 1.062; number 2, I, carries 1.046

***

No. 2
A cluster of 2 separate species, CH4IO in total at a distorted geometry. Source: the Open Molecules 2025 dataset; level of theory: the ωB97M-V functional and the def2-TZVPD basis.

Element x y z (Å)
I -22.54956 2.12143 -20.88060
C -27.52052 5.69552 -24.06135
O -27.55875 4.37373 -23.43132
H -28.36246 6.02337 -24.67107
H -27.52938 6.47974 -23.30437
H -26.69963 5.76186 -24.77538
H -26.76958 4.18629 -22.91783

Results
**Multiplicity**: 1
**Orbital gap**: 6.37 eV
**LUMO level**: 3.11 eV
**Net charge**: -1
**Energy**: -11251.710 eV
**Energy above the lowest of the compared OMol25 structures with the same formula, charge and spin**: 65.6 kJ/mol

Atom charges from the Löwdin analysis, given in e for atoms 1 to 2: number 1, I, carries -0.997; number 2, C, carries -0.147

***

No. 3
A cluster of 2 separate species, C34H55BBrFIN4O4P2S in total at a distorted geometry. Source: the Open Molecules 2025 dataset; level of theory: the ωB97M-V functional and the def2-TZVPD basis.

Element x y z (Å)
C -3.67097 -0.22231 2.06938
C -2.91845 0.28494 1.03341
C -2.34242 -0.50258 -0.13819
C -3.02458 -1.58972 -0.84632
I -4.98933 -2.22375 -0.26333
C -2.37730 -2.28354 -1.97927
P -3.32488 -3.69913 -2.77742
N -4.66583 -3.19402 -3.47633
C -1.03722 -1.89043 -2.47758
C -0.35255 -2.58857 -3.69138
C -0.71609 -1.79332 -5.00528
C -2.18426 -1.24567 -5.07105
Br -0.43993 -2.90274 -6.63912
C -0.37508 -0.80770 -1.76333
C -0.99031 -0.12955 -0.60921
N -0.32413 0.92435 0.12293
C 0.78237 0.36619 0.98745
C 0.23059 1.95490 -0.74591
C 1.02766 1.63234 -1.94425
C 1.55295 2.66839 -2.83832
C 2.34056 2.23365 -4.10517
F 2.89651 3.29333 -4.84659
C 1.46392 1.39290 -5.13344
C 2.44630 0.53941 -6.02973
C 1.28169 4.05938 -2.44859
O 1.76662 5.12224 -3.20648
C 3.15357 5.40817 -2.90472
C 3.38747 6.56613 -1.85965
C 3.92735 5.93775 -0.51659
C 3.92669 6.92657 0.71948
C 0.48789 4.40297 -1.25455
B 0.14960 5.93071 -0.86287
O 0.80291 6.64425 0.15727
O -0.85342 6.62024 -1.58276
C -0.07125 3.35612 -0.37951
P -1.10769 3.63872 1.16412
N -2.68556 4.20328 0.59748
O -0.41417 4.85594 2.12595
S 1.27751 -0.16479 -2.22382
H -4.65982 0.27470 2.26275
H -3.37402 -1.04789 2.75326
H -2.73582 1.39575 1.01954
H -3.62814 -4.67296 -1.76422
H -2.51949 -4.31609 -3.78170
H -5.42652 -3.68768 -2.99094
H 0.77031 -2.59831 -3.59908
H -0.65704 -3.66271 -3.75670
H -0.02917 -0.91339 -5.07623
H -2.97140 -2.04413 -4.95449
H -2.36094 -0.41885 -4.32616
H -2.38164 -0.78109 -6.07679
H 0.60635 0.59053 2.07105
H 0.83079 -0.73855 0.80507
H 1.77569 0.78246 0.65868
H 3.20894 1.58604 -3.78659
H 0.66038 0.80918 -4.62969
H 0.93936 2.15892 -5.77338
H 3.49182 0.93397 -5.87849
H 2.22265 0.72119 -7.11341
H 2.42470 -0.54169 -5.75036
H 3.63017 5.71358 -3.87800
H 3.68684 4.48802 -2.53097
H 2.52594 7.26427 -1.73196
H 4.23466 7.18932 -2.27221
H 4.99419 5.61000 -0.67636
H 3.33616 5.00841 -0.28204
H 4.92306 6.95551 1.23602
H 3.58833 7.94612 0.41203
H 3.20449 6.52511 1.48464
H 0.98764 7.52929 -0.21356
H -0.76924 6.30558 -2.50402
H -2.62685 5.17752 0.28185
H -3.01675 3.59351 -0.15789
H -0.93168 5.68056 2.03640
C -1.57478 -3.94364 1.56338
C -2.25818 -3.85543 2.92185
C -1.47488 -3.05405 3.96241
C -0.02998 -3.43649 4.28073
N 0.23450 -4.81300 4.88243
C 1.68454 -4.84542 5.39289
C 1.60852 -4.31119 6.80542
C 0.30595 -4.88715 7.33796
C -0.60310 -5.09706 6.12814
C 0.10293 -5.91453 3.86591
H -0.54564 -4.30217 1.63263
H -2.11846 -4.63118 0.91274
H -1.55750 -2.96469 1.07884
H -2.49767 -4.85115 3.30391
H -3.22881 -3.37115 2.77972
H -2.06682 -3.00644 4.88051
H -1.44062 -2.01697 3.60868
H 0.34208 -2.71223 5.00853
H 0.60243 -3.35488 3.39501
H 2.01722 -5.88414 5.39592
H 2.31414 -4.25790 4.72527
H 1.58038 -3.22021 6.81063
H 2.46555 -4.62095 7.40278
H -0.14930 -4.22676 8.07599
H 0.48377 -5.84365 7.83560
H -1.46898 -4.44245 6.15185
H -0.94915 -6.12950 6.07727
H 0.73870 -5.67672 3.01543
H -0.93482 -6.02136 3.57156
H 0.42729 -6.84881 4.32318

Results
**Multiplicity**: 1
**Orbital gap**: 7.26 eV
**LUMO level**: -2.43 eV
**Net charge**: +1
**Energy**: -161240.946 eV
**Energy above the lowest of the compared OMol25 structures with the same formula, charge and spin**: 385.0 kJ/mol

Atom charges from the Löwdin analysis, given in e for atoms 1 to 2: number 1, C, carries -0.053; number 2, C, carries -0.153

***

No. 4
An isolated molecule of C4H7NO2 at a distorted geometry. Source: the Open Molecules 2025 dataset; level of theory: the ωB97M-V functional and the def2-TZVPD basis.

Element x y z (Å)
O 2.54380 0.63889 0.64647
C 1.84639 -0.29394 0.31933
C 0.65170 -0.06915 -0.58584
N 0.13113 1.30059 -0.59289
C -1.18671 0.82515 -0.13868
C -0.72295 -0.65199 -0.15833
O -0.71649 -1.29647 1.10043
H 2.07619 -1.31936 0.67498
H 0.90450 -0.21143 -1.63566
H 0.66854 1.89720 0.02695
H -1.44026 1.14277 0.87419
H -1.98860 1.07270 -0.84506
H -1.19317 -1.30503 -0.90531
H -1.57408 -1.72993 1.21943

Results
**Multiplicity**: 1
**Orbital gap**: 9.70 eV
**Structure (SMILES)**: O=C[C@@H]1NC[C@@H]1O
**LUMO level**: 0.63 eV
**Net charge**: 0
**Energy**: -9844.758 eV
**Energy above the lowest of the compared OMol25 structures with the same formula, charge and spin**: 243.3 kJ/mol

Atom charges from the Löwdin analysis, given in e for atoms 1 to 2: number 1, O, carries 0.056; number 2, C, carries -0.186

***

No. 5
An isolated molecule of C10H12SSi at a distorted geometry. Source: the Open Molecules 2025 dataset; level of theory: the ωB97M-V functional and the def2-TZVPD basis.

Element x y z (Å)
C -2.87889 -0.85891 1.10845
C -3.31823 0.46665 1.09470
C -1.60007 -1.14288 0.70984
C -2.52836 1.50100 0.69969
C -0.73045 -0.05096 0.26935
C -1.25456 1.25358 0.22936
C 1.00368 2.10377 -1.02274
C 2.03959 2.68091 -1.68514
C 1.10272 -2.35532 -1.22920
C 2.45536 -0.72163 0.91128
Si 0.97512 -0.68643 -0.33369
S -0.28881 2.68685 -0.11213
H -3.62504 -1.57280 1.22073
H -4.28806 0.64407 1.42446
H -1.23588 -2.19189 0.73887
H -2.79463 2.56780 0.73127
H 2.05756 3.69397 -1.73870
H 2.73680 2.05963 -2.16650
H 2.08584 -2.37585 -1.69673
H 1.18591 -3.25840 -0.52673
H 0.38132 -2.66997 -1.84163
H 3.23353 -1.19997 0.33969
H 2.84849 0.37531 0.86020
H 2.43707 -0.94855 2.01530

Results
**Multiplicity**: 1
**Orbital gap (alpha / beta)**: 7.22 / 7.22 eV
**LUMO level (alpha / beta)**: -0.29 / -0.29 eV
**Net charge**: 0
**Energy**: -29273.635 eV
**Energy above the lowest of the compared OMol25 structures with the same formula, charge and spin**: 262.8 kJ/mol

Atom charges from the Löwdin analysis, given in e for atoms 1 to 2: number 1, C, carries -0.096; number 2, C, carries -0.081

***

No. 6
A structure of composition C49H33BF5N3O9S4TeTi. Source: the Open Molecules 2025 dataset; level of theory: the ωB97M-V functional and the def2-TZVPD basis.

Element x y z (Å)
Ti 1.00304 0.10200 -0.22929
O 1.92185 -3.32076 -0.74048
S 2.33169 -2.20891 0.09998
O 3.50236 -2.44988 0.89487
O 1.15547 -1.69195 0.90612
O 2.52064 -0.95055 -0.79514
C -4.84657 1.13638 4.20126
C -3.65057 1.05680 3.28885
C -2.55927 1.89811 3.44527
C -1.47258 1.84428 2.58474
C -0.40956 2.89358 2.70575
O -0.13384 3.63554 1.79410
C 0.25320 3.04821 4.04420
C 0.67802 4.30813 4.44932
C 1.33658 4.46342 5.65851
C 1.59671 3.35356 6.45297
C 1.19155 2.09192 6.04015
C 0.50945 1.93966 4.84211
C -1.40532 0.86831 1.57471
O -0.32531 0.78601 0.85147
C -2.50567 -0.01305 1.41068
C -3.60275 0.12814 2.25699
C -2.49978 -1.10157 0.40089
N -1.44365 -1.40522 -0.23422
C -1.40042 -2.57636 -1.09681
C -1.03347 -3.79190 -0.25385
Te -0.30937 -5.42540 -1.41811
C -2.17684 -6.43676 -1.37489
C -3.36914 -5.76564 -1.64737
C -4.58842 -6.42538 -1.58306
C -4.63681 -7.77741 -1.27159
C -3.45681 -8.46034 -1.01409
C -2.23937 -7.79197 -1.05474
C -3.80287 -1.81563 0.15648
C -4.61841 -1.39097 -0.88806
C -5.80061 -2.05964 -1.17351
C -6.18063 -3.15718 -0.41330
C -5.37631 -3.57969 0.63585
C -4.19536 -2.90930 0.92116
H -4.72503 1.93732 4.93142
H -4.99358 0.20398 4.75176
H -5.76380 1.33202 3.64093
H -2.55760 2.63568 4.24260
H 0.49992 5.15095 3.79347
H 1.66468 5.44599 5.97476
H 2.12976 3.47098 7.38870
H 1.42018 1.22276 6.64366
H 0.20643 0.95729 4.50206
H -4.45190 -0.53234 2.12243
H -0.61687 -2.41375 -1.83508
H -2.34599 -2.73834 -1.62736
H -1.88601 -4.18679 0.29770
H -0.23874 -3.52352 0.43697
H -3.34800 -4.71525 -1.91037
H -5.50190 -5.87757 -1.78133
H -5.58801 -8.29419 -1.22740
H -3.48262 -9.51469 -0.76405
H -1.32628 -8.32606 -0.82043
H -4.31753 -0.53448 -1.48063
H -6.42181 -1.72320 -1.99451
H -7.09804 -3.68629 -0.64078
H -5.66252 -4.44059 1.22719
H -3.56540 -3.23767 1.73935
O 0.67847 3.08738 -1.18093
B 1.67776 2.11483 -0.92455
O 2.91322 2.64809 -1.33339
C 2.67155 3.90513 -1.79372
C 3.56478 4.82820 -2.28764
C 3.03956 6.05804 -2.69158
C 1.67971 6.32930 -2.59378
C 0.78441 5.38357 -2.08825
C 1.31111 4.17368 -1.69597
H 4.62113 4.60168 -2.35043
H 3.70667 6.81545 -3.08454
H 1.30612 7.29487 -2.91246
H -0.27502 5.58364 -1.99955
S 8.06550 1.83894 2.56076
C 6.54963 1.48161 1.93199
S 5.17163 1.40762 2.97570
C 4.11421 1.08160 1.61151
N 4.76207 1.01244 0.50049
N 6.12112 1.23317 0.67477
C 6.86513 1.17276 -0.54404
C 6.15160 0.95447 -1.72679
C 6.82258 0.89491 -2.93550
C 8.20163 1.04698 -2.99537
C 8.90182 1.25714 -1.81969
C 8.24862 1.32161 -0.59555
S 2.43757 0.90584 1.87983
H 5.08016 0.83701 -1.68235
H 6.25058 0.72276 -3.83882
H 8.72054 0.99731 -3.94500
H 9.97899 1.37378 -1.84035
H 8.80626 1.48593 0.31001
F -3.77087 0.97232 -5.59181
C -2.77312 0.76392 -4.71220
C -1.63760 0.06870 -5.08664
F -1.53374 -0.39946 -6.34064
C -0.62025 -0.14390 -4.17919
F 0.45418 -0.83004 -4.57953
C -0.67373 0.32167 -2.85129
O 0.30229 0.05076 -2.03901
C -1.83870 1.02882 -2.51051
F -2.00226 1.50992 -1.27658
C -2.86148 1.23970 -3.41955
F -3.96401 1.90706 -3.03683

Results
**Multiplicity**: 1
**Orbital gap**: 6.26 eV
**LUMO level**: 3.51 eV
**Net charge**: -2
**Energy**: -162267.351 eV
**Energy above the lowest of the compared OMol25 structures with the same formula, charge and spin**: 10.1 kJ/mol

Atom charges from the Löwdin analysis, given in e for atoms 1 to 2: number 1, Ti, carries 0.970; number 2, O, carries -0.391